Entry 1:
Below is a structure of composition C22H70B4Mn2O12 at a distorted geometry, with properties calculated with the ωB97M-V functional and the def2-TZVPD basis.

Geometry as XYZ:
```
110
Properties=species:S:1:pos:R:3
Mn 0.3128 -2.7217 0.0018
Mn -2.8890 -1.0624 -1.2383
O 1.7589 -1.2757 0.4789
C 1.1369 -0.0573 0.6994
C -0.3229 0.1376 0.1588
O -1.0900 -1.0263 -0.1456
H 1.8209 0.7752 0.4372
H 1.1505 0.1572 1.7910
H -0.2975 0.7289 -0.7691
H -0.9400 0.7077 0.8705
B -4.7106 -1.2428 0.1233
H -3.8484 -0.6362 0.4778
H -4.6031 -2.1965 0.7433
H -5.7155 -0.7679 0.4043
H -4.6434 -1.5771 -0.9510
B -0.1205 -4.5028 1.3034
H -0.4758 -5.1872 2.1560
H -0.3726 -5.0364 0.3163
H -0.7042 -3.5293 1.2710
H 1.0301 -4.3539 1.2870
B 0.7976 -3.3120 -2.1132
H 0.8351 -2.2683 -2.5922
H 1.5627 -3.3641 -1.2870
H -0.2376 -3.3757 -1.6653
H 0.8333 -4.1584 -2.8906
B -3.0895 -4.0184 -0.1709
H -2.4250 -4.8826 -0.5385
H -2.6688 -3.0614 -0.6889
H -4.1416 -4.1853 -0.6255
H -3.0894 -3.9605 0.9759
C -1.1525 -1.9700 -7.2436
O -0.5601 -1.5853 -6.0225
C -0.3257 -0.1837 -6.0322
C -0.1059 0.2845 -4.6261
O 0.8486 -0.4397 -3.9131
C 1.7413 0.3538 -3.1709
H -0.4270 -1.7704 -8.0467
H -2.0593 -1.4175 -7.5055
H -1.3007 -3.0478 -7.2547
H -1.2121 0.3314 -6.4257
H 0.5149 -0.0283 -6.7199
H -1.0498 0.3955 -4.0735
H 0.2799 1.3156 -4.6509
H 2.4017 -0.2747 -2.5777
H 1.2262 1.0541 -2.5028
H 2.3660 1.0122 -3.7905
C -1.2654 3.2759 -2.2752
O -0.1333 3.9422 -2.7511
C 0.3785 4.8578 -1.8181
C 1.8427 5.0902 -2.1373
O 2.6543 3.9396 -2.2684
C 2.6089 3.1430 -1.0799
H -1.0020 2.7296 -1.3627
H -1.7184 2.6275 -3.0220
H -2.0859 3.9401 -1.9651
H 0.3550 4.3921 -0.8245
H -0.1775 5.7974 -1.7464
H 2.2924 5.7421 -1.3765
H 1.9234 5.6751 -3.0569
H 1.6229 2.9138 -0.6766
H 3.3009 3.4683 -0.3031
H 3.0264 2.1909 -1.4158
C 3.5186 1.4494 1.6417
O 3.0018 2.7536 1.9373
C 1.7136 2.6978 2.5334
C 1.5692 3.9134 3.4525
O 0.3299 3.7562 4.1302
C -0.8250 4.1599 3.4444
H 3.6056 0.7522 2.4802
H 4.5748 1.4915 1.3637
H 3.0666 0.9084 0.8104
H 1.7152 1.8088 3.1705
H 0.9083 2.5827 1.8028
H 1.6258 4.8729 2.9288
H 2.3306 3.8774 4.2301
H -1.6429 4.0330 4.1533
H -0.9910 3.6808 2.4780
H -0.8651 5.2446 3.2602
C 4.6625 -3.0879 3.7843
O 5.2275 -3.5524 2.5796
C 4.2908 -3.5032 1.4636
C 3.8329 -2.1329 1.0646
O 4.9827 -1.2655 0.8464
C 5.0754 -0.7605 -0.4882
H 3.8806 -2.3301 3.6765
H 5.4182 -2.7671 4.4983
H 4.0927 -3.9316 4.2009
H 3.4483 -4.1940 1.5585
H 4.8772 -3.9771 0.6765
H 3.1362 -1.5936 1.7051
H 3.3902 -2.1381 0.0664
H 6.0094 -0.2094 -0.5743
H 4.1871 -0.1884 -0.7620
H 5.1522 -1.5802 -1.2108
C -3.0556 -2.2757 3.4196
O -4.1745 -1.3826 3.3414
C -3.7745 -0.0301 3.2201
C -4.9398 0.9586 3.2587
O -6.0638 0.5187 2.4908
C -6.9628 1.5548 2.1590
H -2.3611 -2.1002 2.5921
H -3.4036 -3.2991 3.3233
H -2.4209 -2.1423 4.3048
H -3.1567 0.2179 2.3571
H -3.2775 0.1765 4.1806
H -4.4942 1.8604 2.8131
H -5.3777 1.2669 4.2154
H -7.4553 1.9091 3.0733
H -7.6361 1.0997 1.4367
H -6.4074 2.3952 1.7271
```

Output
Highest occupied orbital energy (alpha / beta) ... -2.311 / -2.559 eV
E_tot ... -113850.7232 eV
Energy above the lowest of the compared OMol25 structures with the same formula, charge and spin ... 136.8 kcal per mole
Net charge ... -2
HOMO-LUMO gap (alpha / beta) ... 5.735 / 5.678 eV
2S+1 ... 11

Atomic partial charges in e from the Löwdin method, atoms 1 to 4:
1. Mn 0.72
2. Mn 1.04
3. O -0.37
4. C -0.34

Entry 2:
Below is a cluster of 13 separate species, C22H70N8O22 in total at a distorted geometry, with properties calculated with the ωB97M-V functional and the def2-TZVPD basis.

Geometry as XYZ:
```
122
Properties=species:S:1:pos:R:3
C -5.3500 1.7307 -3.9761
O -5.8370 2.7487 -4.4114
N -5.7731 0.4686 -4.1977
N -4.5369 1.7753 -2.8386
H -5.9587 -0.0942 -3.3826
H -6.5546 0.3957 -4.8340
H -4.3784 1.0496 -2.1607
H -4.3049 2.7229 -2.5867
C -1.5346 3.3113 5.4327
O -0.4848 3.8702 5.7136
N -1.6359 2.5918 4.2969
N -2.6812 3.4850 6.1255
H -2.5002 2.0979 4.1514
H -0.8928 2.5670 3.6077
H -2.6827 4.0567 6.9532
H -3.3711 2.7518 6.1694
C 4.4085 0.2069 1.0074
O 5.4274 0.4323 1.6824
N 3.2634 -0.2674 1.5049
N 4.2948 0.3497 -0.3341
H 2.4149 -0.2729 0.9493
H 3.1864 -0.5106 2.4780
H 5.1210 0.6328 -0.8369
H 3.5162 0.1130 -0.9236
C -0.5785 -3.2656 -2.1674
O -0.0738 -2.6758 -1.1951
N -0.4192 -2.8412 -3.4397
N -1.1057 -4.4655 -2.1112
H -0.8670 -3.1732 -4.2732
H 0.1301 -1.9843 -3.4865
H -1.0902 -4.7991 -1.1575
H -1.0835 -5.1146 -2.8752
C -0.6864 -4.6851 2.7752
C -1.0566 -4.9386 1.2927
O -2.4697 -5.2996 1.2831
O -0.8122 -5.9634 3.4403
H -1.3904 -4.0642 3.3351
H 0.3289 -4.3061 2.8876
H -0.4376 -5.7164 0.8516
H -1.0067 -3.9815 0.7702
H -2.8866 -4.4340 1.3285
H -1.5321 -6.3867 2.9583
C 2.7205 3.2649 1.6553
C 1.7607 2.3337 2.5832
O 0.5088 3.0321 2.5459
O 1.8739 3.6904 0.5889
H 3.6570 2.8023 1.3418
H 3.0113 4.1547 2.2188
H 2.0781 2.1596 3.6087
H 1.7254 1.3772 2.0568
H 0.5996 3.5585 1.7380
H 2.3547 4.3781 0.1201
C -1.3347 -0.3673 4.3697
C 0.0578 -0.5243 5.0056
O -0.0044 -1.2368 6.2623
O -1.9888 -1.6070 4.1445
H -1.2229 0.2158 3.4553
H -1.9636 0.1348 5.1037
H 0.5904 0.4149 5.1322
H 0.6361 -1.2355 4.4048
H -0.5305 -2.0321 6.1369
H -1.3141 -2.2395 3.8714
C 3.2121 -2.0241 -3.6712
C 4.8058 -2.0070 -3.7245
O 5.2292 -0.8075 -4.2854
O 2.8632 -1.4760 -2.4023
H 2.7939 -3.0289 -3.7868
H 2.7719 -1.4948 -4.5214
H 5.1035 -2.8802 -4.3112
H 5.1093 -2.1250 -2.6861
H 4.7018 -0.6064 -5.0611
H 1.9125 -1.2963 -2.4457
C -3.6967 4.1749 2.0561
C -2.9107 3.8928 0.7619
O -2.9749 4.9114 -0.2015
O -2.8342 4.9907 2.8540
H -3.9282 3.2103 2.5284
H -4.7242 4.5408 2.0557
H -3.3744 3.0228 0.2729
H -1.9314 3.4721 0.9886
H -3.8514 5.0594 -0.5585
H -2.1021 4.4249 3.1219
C -0.4464 -0.4581 1.1174
C -1.0960 0.8106 0.5004
O -2.2092 0.5984 -0.3811
O 0.6892 -0.8488 0.3659
H -1.2928 -1.1184 1.3357
H 0.0256 -0.3435 2.0975
H -0.4465 1.5828 0.0911
H -1.6775 1.2312 1.3283
H -1.8871 0.0899 -1.1388
H 0.4214 -1.5079 -0.3219
C 4.4339 -4.4374 -0.4423
C 3.1011 -4.0083 0.1410
O 2.6023 -5.0661 0.9628
O 4.1654 -5.1777 -1.6369
H 5.1742 -4.8855 0.2172
H 4.8179 -3.4742 -0.7963
H 2.4477 -3.5479 -0.6056
H 3.1030 -3.2008 0.8783
H 2.0402 -5.7163 0.5344
H 3.3059 -5.5883 -1.5124
C -1.4798 -0.0223 -4.5368
C 0.0392 0.2671 -4.6594
O 0.7282 -0.3323 -3.5647
O -1.9286 0.3923 -3.2144
H -1.8635 -1.0322 -4.4235
H -1.9357 0.5287 -5.3620
H 0.2836 1.3282 -4.6620
H 0.2908 -0.2253 -5.6020
H 0.7292 0.3868 -2.9144
H -2.4624 1.1949 -3.2461
C -0.1745 3.2383 -2.3251
C 0.4560 4.5530 -2.8324
O 1.3270 5.0423 -1.8474
O 0.7278 2.1490 -2.1338
H -0.9437 2.8843 -3.0124
H -0.6802 3.4952 -1.3921
H -0.3574 5.2815 -2.7931
H 0.9133 4.5366 -3.8236
H 2.1553 4.5752 -2.0083
H 1.3938 2.4789 -1.5157
```

Output
Highest occupied orbital energy ... -9.444 eV
E_tot ... -80911.7503 eV
Energy above the lowest of the compared OMol25 structures with the same formula, charge and spin ... 95.2 kcal per mole
HOMO-LUMO gap ... 9.195 eV

Atomic partial charges in e from the Löwdin method, atoms 1 to 4:
1. C -0.67
2. O 0.06
3. N 0.14
4. N 0.13

Entry 3:
Below is a structure of composition C22H71BN5O11Zr at a distorted geometry, with properties calculated with the ωB97M-V functional and the def2-TZVPD basis.

Geometry as XYZ:
```
111
Properties=species:S:1:pos:R:3
Zr -24.7757 -24.8362 0.5836
B -23.5874 -24.3046 -1.2155
H -23.0275 -24.0009 -2.0864
H -24.2989 -25.0885 -1.4240
H -22.9694 -24.6072 -0.3844
H -24.1585 -23.4747 -0.8290
O -25.7069 -22.9345 1.3526
C -26.9826 -22.7328 0.7790
C -27.5666 -23.9472 -0.1555
O -26.7021 -25.0700 -0.4027
H -26.8354 -21.8629 0.1388
H -27.7349 -22.4659 1.5212
H -27.9416 -23.4464 -1.0481
H -28.5431 -24.2690 0.2064
C -31.2899 -27.8145 3.0775
C -31.7035 -27.2173 1.7043
C -33.2415 -27.1905 1.4347
O -33.7756 -28.4719 1.3454
C -33.8007 -29.0975 0.1132
N -31.1485 -25.8510 1.8030
H -30.3190 -28.3098 3.0670
H -32.0335 -28.5858 3.2779
H -31.1494 -27.1300 3.9140
H -31.2084 -27.7559 0.8963
H -33.3503 -26.5370 0.5691
H -33.8324 -26.6417 2.1680
H -32.8030 -29.0795 -0.3254
H -34.4393 -28.5209 -0.5560
H -34.2258 -30.1010 0.1299
H -30.1791 -25.9015 2.0820
H -31.0594 -25.3139 0.9523
C -22.1402 -16.1162 2.3787
C -22.1706 -17.4824 2.9092
C -23.5319 -18.1854 2.7843
O -23.9238 -18.4872 1.4480
C -24.9932 -19.3881 1.2874
N -21.0237 -18.2343 2.4262
H -22.4842 -16.2324 1.3510
H -21.1697 -15.6425 2.5261
H -22.9309 -15.4290 2.6796
H -22.0773 -17.4326 3.9941
H -24.2294 -17.5052 3.2732
H -23.6162 -19.0709 3.4143
H -24.6995 -20.2953 1.8154
H -25.2195 -19.7070 0.2699
H -25.9280 -19.1268 1.7832
H -21.1174 -18.4596 1.4462
H -21.1558 -19.0498 3.0072
C -22.0725 -20.8965 -1.3278
C -23.1101 -19.9252 -1.8968
C -22.3322 -19.1999 -3.0946
O -23.0911 -18.0366 -3.4805
C -23.0174 -17.0175 -2.4884
N -24.2446 -20.6917 -2.3906
H -22.3451 -21.3537 -0.3767
H -21.0655 -20.5031 -1.1885
H -21.7679 -21.6647 -2.0385
H -23.4783 -19.1844 -1.1870
H -22.1132 -19.9505 -3.8540
H -21.3157 -18.8652 -2.8876
H -23.9607 -16.8984 -1.9554
H -22.8856 -16.0532 -2.9791
H -22.2488 -17.2498 -1.7513
H -24.8187 -21.0174 -1.6261
H -24.7204 -19.9702 -2.9133
C -31.1429 -25.1173 -2.5636
C -30.0410 -25.9046 -3.3587
C -29.3117 -24.9600 -4.2420
O -28.2870 -25.6774 -4.8278
C -27.4321 -24.9222 -5.6107
N -29.2100 -26.4561 -2.2822
H -31.7625 -25.7908 -1.9713
H -31.8262 -24.6582 -3.2780
H -30.7036 -24.3076 -1.9809
H -30.2954 -26.7479 -4.0007
H -29.0157 -24.1026 -3.6375
H -29.9038 -24.6090 -5.0871
H -26.6043 -25.4828 -6.0449
H -26.8974 -24.1630 -5.0399
H -27.8385 -24.4959 -6.5278
H -28.4352 -26.8106 -2.8245
H -28.8702 -25.5343 -2.0477
C -31.3869 -21.1059 3.1937
C -29.9529 -21.0054 2.5386
C -29.6913 -19.5533 1.8204
O -30.8186 -19.4509 0.8954
C -31.0240 -20.1658 -0.2512
N -29.0810 -21.3948 3.6318
H -32.1712 -20.7902 2.5058
H -31.5590 -20.4764 4.0667
H -31.6388 -22.1304 3.4679
H -29.8935 -21.8071 1.8025
H -28.6944 -19.5213 1.3809
H -29.8615 -18.7221 2.5047
H -31.4010 -21.1611 -0.0155
H -30.1189 -20.2888 -0.8459
H -31.8755 -19.9385 -0.8926
H -28.1539 -21.1022 3.3580
H -29.2681 -20.6354 4.2708
O -25.9888 -22.1343 4.1540
H -25.8985 -22.0067 3.2096
H -25.7696 -21.2832 4.5332
O -28.4709 -27.4507 0.3122
H -28.9531 -27.5642 -0.5068
H -27.9994 -26.6252 0.2008
O -27.9601 -23.9381 3.8641
H -28.5028 -24.6980 3.6538
H -28.4673 -23.1878 3.5542
O -23.1392 -24.1065 1.8498
H -23.2874 -23.8968 2.7720
H -22.1891 -24.1936 1.7732
```

Output
Highest occupied orbital energy ... -10.726 eV
E_tot ... -55879.8518 eV
Net charge ... +1
HOMO-LUMO gap ... 4.729 eV

Atomic partial charges in e from the Löwdin method, atoms 1 to 4:
1. Zr 2.03
2. B -0.36
3. H 0.04
4. H -0.01

Entry 4:
Below is a cluster of 14 separate species, C22H72N12O22 in total at a distorted geometry, with properties calculated with the ωB97M-V functional and the def2-TZVPD basis.

Geometry as XYZ:
```
128
Properties=species:S:1:pos:R:3
C -12.6575 -41.0623 12.5971
O -13.3398 -42.0860 12.4661
N -11.3470 -41.1291 13.0978
N -13.0667 -39.7818 12.2319
H -10.8856 -41.9607 13.3933
H -10.7961 -40.2870 13.0419
H -14.0255 -39.6346 11.9896
H -12.5388 -38.9538 12.4618
C -16.1420 -40.5625 10.7527
O -16.2436 -40.2354 11.9344
N -17.2593 -41.1130 10.1382
N -15.0952 -40.3171 9.9034
H -17.9407 -41.5757 10.7339
H -17.3293 -41.2705 9.1527
H -15.1394 -40.7352 8.9984
H -14.2062 -39.9798 10.2414
C -14.8449 -36.7004 13.2727
O -14.6218 -35.8833 14.2128
N -14.5265 -36.4704 11.9303
N -15.5096 -37.8591 13.5294
H -14.0730 -35.6002 11.7096
H -14.7668 -37.1684 11.2532
H -15.6883 -38.0507 14.5157
H -15.8972 -38.4801 12.8434
C -12.5366 -33.3919 12.1503
O -13.2628 -33.7914 11.2047
N -11.4966 -32.4777 12.0115
N -12.6530 -33.9279 13.4141
H -10.8897 -32.3396 12.7917
H -11.2766 -32.1144 11.1060
H -13.4917 -34.4946 13.5513
H -12.1101 -33.6080 14.1901
C -16.0290 -39.7658 16.6957
O -15.7991 -38.6888 16.1121
N -17.1696 -40.4859 16.3711
N -15.2458 -40.2439 17.7209
H -17.4957 -40.3818 15.3905
H -17.4177 -41.2859 16.9185
H -14.5175 -39.7069 18.1649
H -15.5608 -41.0495 18.2251
C -10.1580 -37.2164 11.3828
O -10.7638 -38.1026 11.9692
N -8.9187 -37.4738 10.7797
N -10.5386 -35.8687 11.3601
H -8.6832 -38.4466 10.7100
H -8.5868 -36.7878 10.1356
H -11.4318 -35.5922 11.7230
H -9.9131 -35.2471 10.8977
C -17.1805 -33.3099 14.0173
C -16.0439 -32.7470 13.1898
O -15.9685 -33.4753 11.9884
O -18.4093 -33.2234 13.2612
H -17.2445 -32.8640 15.0042
H -16.9835 -34.3866 14.1130
H -15.1460 -32.9309 13.8078
H -16.0690 -31.6650 13.0252
H -15.0725 -33.5231 11.6119
H -18.1444 -33.4718 12.3645
C -19.9106 -41.7331 12.5204
C -19.2878 -40.4010 12.8791
O -18.1909 -40.4689 13.7806
O -19.0274 -42.6301 11.8577
H -20.6408 -41.4690 11.7442
H -20.5230 -42.1100 13.3468
H -20.1108 -39.7782 13.2374
H -18.8786 -39.9184 11.9869
H -17.4164 -40.3017 13.1750
H -18.4563 -43.0294 12.5285
C -14.9457 -34.2484 16.8049
C -14.4438 -35.3199 17.7676
O -13.1267 -35.0278 18.1490
O -15.1956 -32.9702 17.3968
H -15.9258 -34.5274 16.4122
H -14.1957 -34.1832 16.0212
H -14.5548 -36.2308 17.1776
H -15.2288 -35.3692 18.5337
H -13.1086 -34.8020 19.0839
H -15.4297 -33.0560 18.3256
C -13.3637 -36.3069 8.4892
C -14.3804 -35.1733 8.4089
O -15.1658 -35.3083 7.2197
O -14.0784 -37.5638 8.6747
H -12.7527 -36.1018 9.3778
H -12.8554 -36.3648 7.5181
H -13.7835 -34.2625 8.2877
H -14.9394 -35.0894 9.3376
H -14.5673 -35.0937 6.4953
H -13.3746 -38.2222 8.7152
C -17.5297 -37.3482 6.8838
C -17.6281 -37.9829 8.2589
O -17.0023 -37.2288 9.2774
O -16.3434 -37.7296 6.2348
H -17.6390 -36.2663 6.9092
H -18.3599 -37.7754 6.3140
H -17.1412 -38.9659 8.2267
H -18.6492 -38.2613 8.5315
H -16.0990 -37.0977 8.9585
H -15.6845 -37.0197 6.3587
C -18.8035 -36.9325 12.2745
C -19.8962 -36.4087 13.1655
O -20.7858 -37.4758 13.4885
O -19.4411 -37.4773 11.1280
H -18.1974 -37.6486 12.8352
H -18.1340 -36.1621 11.8789
H -20.4707 -35.6147 12.6882
H -19.4219 -36.0343 14.0714
H -21.2207 -37.6545 12.6446
H -18.8465 -37.4789 10.3690
C -17.8551 -36.7055 17.0062
C -18.0778 -37.1951 18.4356
O -17.3703 -36.4490 19.4124
O -18.3909 -35.4029 16.8230
H -18.2702 -37.5054 16.3947
H -16.7633 -36.7053 16.9397
H -17.7382 -38.2260 18.5774
H -19.1557 -37.3173 18.6361
H -17.6463 -35.5272 19.3610
H -17.7850 -34.7926 17.2526
C -11.4620 -39.5222 16.1182
C -11.2287 -38.1930 15.4336
O -9.9439 -37.6411 15.7134
O -11.5583 -39.4065 17.5468
H -10.5145 -40.0565 15.9528
H -12.2393 -40.0729 15.5876
H -12.0434 -37.4607 15.4423
H -11.2534 -38.3568 14.3433
H -10.0844 -37.0218 16.4433
H -11.3825 -38.4984 17.8006
```

Output
Highest occupied orbital energy ... -9.086 eV
E_tot ... -86910.7621 eV
Energy above the lowest of the compared OMol25 structures with the same formula, charge and spin ... 38.1 kcal per mole
HOMO-LUMO gap ... 8.925 eV

Atomic partial charges in e from the Löwdin method, atoms 1 to 4:
1. C -0.60
2. O 0.00
3. N 0.15
4. N 0.16